ORCA calculation (the ωB97M-V functional and the def2-TZVPD basis) on 10 unconnected molecules or ions with the total composition C40H71FIN14O4P2.

Computed properties:
**Orbital gap**: 7.82 eV
**Max |F|**: 1.46 eV/A
**HOMO level**: -10.13 eV
**DFT total energy**: -101068.748 eV

```
! wB97M-V def2-TZVPD RIJCOSX def2/J DEFGRID3
* xyz 1 1
C 2.5072 1.6668 1.9131
C 2.0317 0.5772 1.9810
N 1.4405 -0.6395 2.2151
C 0.0652 -0.6540 2.0711
N -0.6837 0.1292 2.7971
C -0.2427 1.0976 3.7986
C -0.1524 2.5363 3.2865
C -1.4627 3.2703 3.5023
O -2.4943 2.4354 2.9781
N -0.5369 -1.5543 1.2336
P -0.7729 -1.0691 -0.4581
C -0.3271 0.7108 -0.4073
C -2.5577 -0.9078 -0.8309
C -3.4965 -0.2965 0.2248
C -0.1201 -2.9687 1.5634
C -0.5768 -3.1125 3.0522
N -0.9565 -4.4426 3.5351
C -0.7637 -3.9863 0.6336
N -2.1361 -4.3847 0.8877
C -3.2028 -3.4569 1.1834
C 1.4476 -3.1118 1.5126
F 1.7623 -3.6999 0.2721
P 2.1205 -4.3096 2.8533
O 3.7372 -4.2217 2.6602
I 1.8839 -6.4877 1.7735
C 2.1877 -1.7161 1.4547
O 3.4076 -1.6987 2.0831
O 2.2008 -1.2971 0.1292
C 3.4683 -1.2636 -0.5351
C 3.3184 -1.2835 -2.0465
C 2.4674 -2.5013 -2.4614
C 2.6818 -0.0281 -2.6336
C 3.5268 1.2754 -2.7017
C 2.8629 2.3908 -1.8959
C 5.0041 1.1444 -2.3412
H 2.7503 2.6566 1.5739
H -1.6839 0.0410 2.6645
H -0.9158 1.0372 4.6506
H 0.7366 0.7780 4.1506
H 0.6657 3.0477 3.7889
H 0.0581 2.5451 2.2197
H -1.4224 4.2171 2.9616
H -1.6069 3.4410 4.5728
H -3.2818 2.9854 2.9081
H -0.7521 1.2498 0.4410
H -0.8136 1.1185 -1.2951
H 0.7433 0.8585 -0.4979
H -2.5475 -0.2458 -1.7000
H -2.8883 -1.8761 -1.1957
H -3.1273 -0.4386 1.2405
H -3.6699 0.7522 0.0059
H -4.4582 -0.8000 0.1764
H 0.1899 -2.6826 3.7085
H -1.4556 -2.4796 3.1736
H -0.5802 -4.5389 4.4731
H -0.5472 -5.2151 3.0236
H -0.5891 -3.7134 -0.4128
H -0.1725 -4.8943 0.7523
H -2.4139 -5.1265 0.2694
H -3.8013 -3.2056 0.3019
H -3.9023 -3.9195 1.8861
H -2.8582 -2.5423 1.6449
H 4.1322 -3.6653 3.3440
H 4.0310 -2.3276 1.6784
H 4.0358 -2.1488 -0.2614
H 4.0387 -0.4089 -0.1709
H 4.3052 -1.4607 -2.4765
H 2.8491 -3.4157 -2.0160
H 2.4653 -2.5828 -3.5477
H 1.4404 -2.3392 -2.1355
H 2.3915 -0.2760 -3.6571
H 1.7519 0.1885 -2.1052
H 3.5159 1.6055 -3.7401
H 2.6401 2.0659 -0.8781
H 1.9291 2.7065 -2.3660
H 3.5022 3.2719 -1.8394
H 5.4788 2.1018 -2.5596
H 5.1811 0.9390 -1.2866
H 5.4837 0.4157 -2.9930
C -7.6939 -1.6724 -1.9618
C -6.7457 -0.5752 -1.8229
N -6.0017 0.2892 -1.7238
H -8.7078 -1.2800 -2.0015
H -7.4876 -2.2220 -2.8778
H -7.6055 -2.3473 -1.1128
C 0.4772 5.5828 0.1575
C 1.7789 5.1066 0.6083
N 2.8023 4.7329 0.9631
H 0.0307 4.8547 -0.5182
H -0.1806 5.7288 1.0120
H 0.5923 6.5303 -0.3648
C -6.1188 4.2527 4.2506
C -5.5139 4.8677 3.0743
N -5.0079 5.3302 2.1563
H -6.5529 3.2914 3.9832
H -5.3640 4.1019 5.0198
H -6.9003 4.9004 4.6422
C 7.8586 -0.9790 -0.4390
C 6.9008 -1.9006 0.1545
N 6.1484 -2.6253 0.6231
H 7.4351 -0.5400 -1.3408
H 8.0904 -0.1854 0.2685
H 8.7734 -1.5118 -0.6909
C -0.3220 -1.2872 -4.7056
C -1.3294 -2.1420 -4.0926
N -2.1090 -2.8356 -3.6209
H -0.7437 -0.8090 -5.5875
H 0.0029 -0.5240 -4.0039
H 0.5339 -1.8924 -5.0007
C -5.7708 4.3151 -1.0433
C -5.1081 4.8609 -2.2202
N -4.5690 5.2947 -3.1325
H -6.2444 3.3646 -1.2857
H -5.0376 4.1546 -0.2567
H -6.5241 5.0118 -0.6818
C -0.0966 2.9853 -4.7256
C -1.0481 2.1026 -4.0639
N -1.8057 1.4076 -3.5582
H -0.5638 3.4407 -5.5962
H 0.2174 3.7700 -4.0402
H 0.7773 2.4174 -5.0426
C -3.0289 -2.8136 5.7840
C -3.7910 -1.5711 5.7830
N -4.3851 -0.5922 5.7861
H -1.9776 -2.5929 5.9626
H -3.3888 -3.4815 6.5636
H -3.1260 -3.3062 4.8164
C 7.0055 -0.1547 -6.0497
C 5.9847 0.8617 -5.8300
N 5.1823 1.6597 -5.6579
H 7.9938 0.2817 -5.9205
H 6.8771 -0.9685 -5.3381
H 6.9207 -0.5497 -7.0598
*
```

Atom charges from the Löwdin analysis, given in e for atoms 1 to 8: C 0.17; C -0.14; N 0.13; C -0.33; N 0.18; C -0.12; C -0.17; C -0.24


ORCA calculation (the ωB97M-V functional and the def2-TZVPD basis) on C10H10ClNOS in the gas phase.

Computed properties:
**Orbital gap**: 9.27 eV
**Max |F|**: 4.96 eV/A
**HOMO level**: -8.64 eV
**DFT total energy**: -37424.873 eV

```
! wB97M-V def2-TZVPD RIJCOSX def2/J DEFGRID3
* xyz 0 1
C -1.1941 0.5593 1.0476
C -1.2438 -0.7564 -0.9578
C -2.6128 0.5999 1.0620
C -2.5876 -0.5649 -1.0782
C -0.5640 -0.2342 0.1747
C -3.2585 0.0431 -0.0438
C 2.4634 -0.6116 -1.3537
C 2.6399 0.9227 -1.2816
C 0.9695 -0.3405 0.3983
C 1.2591 -0.8062 1.7691
N 1.5934 -1.1437 -0.5407
O 0.6373 2.4261 -0.1915
S 1.6764 1.4924 0.1872
Cl -4.9691 -0.0173 -0.1261
H -0.7302 1.2320 1.9292
H -0.7406 -1.3863 -1.6564
H -3.0238 1.2501 1.7932
H -3.2137 -0.9949 -1.9031
H 3.1170 -1.1362 -2.0094
H 3.7480 1.1257 -1.1219
H 2.1991 1.4225 -2.2784
H 2.3077 -1.0589 1.9431
H 0.8135 -1.7439 1.8211
H 0.7136 -0.2786 2.4172
*
```

Atom charges from the Löwdin analysis, given in e for atoms 1 to 8: C -0.08; C -0.01; C -0.06; C -0.13; C -0.20; C -0.69; C -0.12; C -0.29


ORCA calculation (the ωB97M-V functional and the def2-TZVPD basis) on 2 unconnected molecules or ions with the total composition C4H14N2O.

Computed properties:
**Orbital gap (spin up / spin down)**: 2.78 / 9.62 eV
**Max |F|**: 3.42 eV/A
**HOMO level (spin up / spin down)**: 0.98 / -5.98 eV
**DFT total energy**: -9399.608 eV
**Expectation value of S²**: 0.750

```
! wB97M-V def2-TZVPD RIJCOSX def2/J DEFGRID3
* xyz -1 2
C 0.3672 1.0797 0.9296
C 0.3160 0.5870 -0.5582
C -0.4344 -0.7059 -0.7142
C 0.2483 -1.7694 -1.4410
N 1.5174 -2.0941 -0.8724
N 1.4889 0.3141 1.5945
H -0.5209 1.2294 1.7278
H 0.8440 2.1109 0.7574
H 1.3764 0.6603 -1.0334
H -0.4088 1.2220 -1.0533
H -0.6974 -1.1004 0.2419
H -1.3845 -0.3990 -1.3375
H 0.2328 -1.3176 -2.4601
H -0.4869 -2.6588 -1.5596
H 2.1178 -1.2705 -1.0443
H 1.4277 -2.3667 0.0927
H 1.2920 0.2358 2.6185
H 2.4396 0.7681 1.6523
H -3.4307 2.6219 0.6870
H -3.1545 1.0836 0.5570
O -3.1498 1.7697 1.2154
*
```

Atom charges from the Löwdin analysis, given in e for atoms 1 to 8: C -0.33; C -0.27; C -0.36; C -0.39; N -0.01; N -0.08; H 0.12; H 0.08


ORCA calculation (the ωB97M-V functional and the def2-TZVPD basis) on a molecular structure, C4H13N2S.

Computed properties:
**Orbital gap**: 10.23 eV
**Max |F|**: 5.29 eV/A
**HOMO level**: -13.21 eV
**DFT total energy**: -18165.867 eV

```
! wB97M-V def2-TZVPD RIJCOSX def2/J DEFGRID3
* xyz 1 1
C 0.4050 -1.5863 -0.9577
C 0.3969 2.1965 0.1241
C -1.2994 -0.6096 0.9130
C 0.4299 -0.4418 0.0412
N 1.5242 -0.2272 1.0146
N 0.3820 0.8705 -0.6767
S -2.5821 0.0394 -0.1015
H 0.3051 -2.5463 -0.4905
H -0.4650 -1.4162 -1.5495
H 1.4043 -1.6549 -1.5658
H -0.2930 2.9252 -0.2291
H 0.1644 1.9242 1.0956
H 1.2857 2.7289 0.0737
H -1.3427 -1.7574 0.9977
H -1.3757 -0.1738 1.9172
H 2.1544 -0.9741 1.1640
H 1.0792 -0.0102 1.8889
H 0.9610 0.9327 -1.5163
H -0.7237 0.8136 -1.1349
H -2.4106 -1.0331 -1.0079
*
```

Atom charges from the Löwdin analysis, given in e for atoms 1 to 8: C -0.04; C 0.03; C -0.46; C -0.46; N 0.10; N -0.01; S 0.78; H 0.08


ORCA calculation (the ωB97M-V functional and the def2-TZVPD basis) on 12 unconnected molecules or ions with the total composition C4H31N2O13.

Computed properties:
**Orbital gap**: 9.31 eV
**Max |F|**: 2.62 eV/A
**HOMO level**: -6.79 eV
**DFT total energy**: -34251.072 eV

```
! wB97M-V def2-TZVPD RIJCOSX def2/J DEFGRID3
* xyz -1 1
N 1.5472 -0.1452 -0.2732
C 0.3374 0.0206 -1.0349
C -0.4149 1.3892 -1.0869
C -1.4432 1.3504 0.0239
O -0.9108 0.9683 1.2428
C 0.8200 -0.2599 -2.4818
N 0.4745 -1.3534 -3.1928
O 1.7368 0.4090 -2.9294
H 1.4452 0.1439 0.6852
H 2.3087 0.4918 -0.4389
H -0.3496 -0.7431 -0.5809
H -0.8727 1.7221 -2.0472
H 0.3506 2.0338 -0.8039
H -2.1354 0.6064 -0.3621
H -2.0366 2.3313 0.0877
H 0.9831 -1.5646 -4.0163
H -0.0906 -2.0694 -2.7551
H 1.4130 -3.2307 -0.0115
H 2.0219 -1.8656 -0.1515
O 2.0059 -2.6414 0.4659
H -1.9628 -2.5922 -3.1252
H -1.8271 -3.1432 -1.7195
O -1.5760 -3.3152 -2.6262
H 0.2963 2.1170 1.5396
H 1.1438 3.1394 2.2062
O 1.2970 2.3791 1.6029
H -3.4752 1.0813 -1.8601
H -3.9615 -0.4652 -1.6795
O -3.8848 0.2837 -2.2679
H -1.3492 2.2409 3.2868
H -1.4463 2.7406 1.9080
O -1.4295 3.1151 2.8210
H 3.9580 1.2617 -0.4660
H 3.4913 1.0944 1.0546
O 4.2033 1.2092 0.4459
H 2.0994 2.5642 -1.3599
H 1.5719 3.0036 0.0150
O 2.2811 3.2354 -0.7013
H 0.1255 -1.9379 1.5562
H -0.5943 -0.3712 1.7346
O -0.5120 -1.3989 2.0305
H 1.4847 0.0268 3.1395
H 0.3749 -0.9435 3.5884
O 1.1950 -0.4918 3.8769
H -2.0945 -2.4885 0.5314
H -1.1022 -3.5294 1.2224
O -1.7108 -3.3739 0.5038
H -3.0325 -1.3759 2.1456
H -2.4467 -0.2709 1.2233
O -3.1851 -0.8592 1.3693
*
```

Atom charges from the Löwdin analysis, given in e for atoms 1 to 8: N 0.06; C -0.26; C -0.11; C -0.37; O -0.33; C -0.49; N 0.19; O 0.04


ORCA calculation (the ωB97M-V functional and the def2-TZVPD basis) on C3H6INO in the gas phase.

Computed properties:
**Orbital gap (spin up / spin down)**: 8.10 / 8.93 eV
**Max |F|**: 1.51 eV/A
**HOMO level (spin up / spin down)**: -7.81 / -8.81 eV
**DFT total energy**: -14841.976 eV

```
! wB97M-V def2-TZVPD RIJCOSX def2/J DEFGRID3
* xyz 0 1
C -0.7624 -0.7313 -0.0121
C 0.8303 -0.8767 -0.0298
C -1.1702 0.6363 0.2419
N 1.2457 1.3119 -0.2730
O 1.3552 0.0837 -0.8592
I -1.3733 1.3808 2.1645
H -1.1255 -1.0606 -0.9863
H -1.0859 -1.4217 0.7649
H 1.1786 -0.7400 0.9978
H 1.1088 -1.8547 -0.4241
H -1.4979 1.2856 -0.5463
H 1.2965 1.9866 -1.0382
*
```

Atom charges from the Löwdin analysis, given in e for atoms 1 to 8: C -0.30; C -0.23; C -0.67; N 0.08; O -0.20; I 0.80; H 0.11; H 0.10


ORCA calculation (the ωB97M-V functional and the def2-TZVPD basis) on 2 unconnected molecules or ions with the total composition C3H8FN2.

Computed properties:
**Orbital gap (spin up / spin down)**: 8.78 / 8.78 eV
**Max |F|**: 5.42 eV/A
**HOMO level (spin up / spin down)**: -14.69 / -14.69 eV
**DFT total energy**: -8928.699 eV

```
! wB97M-V def2-TZVPD RIJCOSX def2/J DEFGRID3
* xyz 1 1
C -0.0193 0.7180 -1.4478
C 0.3470 -0.7958 1.9838
C 0.6680 -0.1289 0.6833
N -0.9127 0.8705 -2.4113
N -0.2642 0.0358 -0.2881
F 1.5987 -1.6303 -0.4256
H 0.8952 1.0477 -1.6962
H 0.2280 0.0025 2.6076
H -0.4966 -1.3829 1.9727
H 1.0427 -1.5370 2.1499
H 1.6916 0.4080 0.7426
H -0.5561 0.9873 -3.3387
H -1.9018 0.9410 -2.2690
H -1.1014 -0.5329 -0.0598
*
```

Atom charges from the Löwdin analysis, given in e for atoms 1 to 8: C 0.00; C 0.01; C -0.06; N 0.24; N 0.10; F -0.37; H 0.13; H 0.08


ORCA calculation (the ωB97M-V functional and the def2-TZVPD basis) on a gas-phase ion, C3H2NO3 (charge -1).

Computed properties:
**Orbital gap**: 6.34 eV
**Max |F|**: 5.47 eV/A
**HOMO level**: -2.36 eV
**DFT total energy**: -10774.269 eV
**SMILES**: O=C=CC(=O)N[O-]

```
! wB97M-V def2-TZVPD RIJCOSX def2/J DEFGRID3
* xyz -1 1
C -0.9322 0.7694 0.1509
C -0.9735 1.5105 1.1846
C 0.0779 -0.2243 -0.2170
N 0.9739 -0.5803 0.6926
O -1.2830 1.9482 2.2148
O 0.1563 -0.6326 -1.4319
O 1.1420 -0.0791 1.9070
H -1.4785 1.0113 -0.8477
H 1.5659 -1.2664 0.3134
*
```

Atom charges from the Löwdin analysis, given in e for atoms 1 to 8: C -0.04; C -0.23; C -0.55; N -0.15; O 0.13; O -0.14; O -0.28; H 0.15